a:
The following is a quantum chemistry calculation of a structure of composition C17H19Cl2N5O6S5Ti, from the OMol25 dataset.

For the LUMO energy (alpha / beta), the calculation gives 0.077 / 0.077 Ha. The spin multiplicity is 2. For the HOMO energy (alpha / beta), the calculation gives -0.1614 / -0.1624 hartree. The frontier orbital gap (alpha / beta) is 6.5 / 6.5 eV. As for the expectation value of S²: 0.755. The total charge is -1.

Positions of all 55 atoms, in Å:
Ti (-0.285, -1.497, 0.173)
O (-0.037, -2.706, -3.741)
C (-0.007, -2.574, -2.531)
O (-0.487, -1.585, -1.845)
C (0.696, -3.594, -1.655)
C (1.266, -4.792, -2.041)
C (1.874, -5.569, -1.059)
C (1.918, -5.136, 0.261)
C (1.346, -3.914, 0.559)
N (0.760, -3.198, -0.390)
C (1.269, -3.223, 1.916)
O (1.748, -3.737, 2.899)
O (0.654, -2.079, 1.828)
H (1.222, -5.095, -3.078)
H (2.320, -6.519, -1.328)
H (2.384, -5.710, 1.049)
S (6.324, 0.414, 2.744)
C (4.740, 0.627, 2.318)
S (4.067, 0.118, 0.821)
C (2.426, 0.697, 1.045)
C (2.173, 1.300, 2.230)
S (0.715, 1.986, 2.915)
S (3.561, 1.390, 3.308)
S (1.383, 0.439, -0.348)
N (-1.278, 0.072, 1.317)
C (-2.504, 0.208, 0.526)
C (-3.495, 1.224, 1.093)
C (-2.849, 2.517, 1.603)
C (-2.354, 3.500, 0.544)
N (-1.268, 3.058, -0.337)
C (-0.022, 3.536, -0.345)
N (0.492, 4.095, 0.747)
N (0.681, 3.509, -1.495)
C (-3.102, -1.228, 0.438)
O (-4.307, -1.384, 0.443)
O (-2.203, -2.163, 0.363)
H (-1.481, -0.252, 2.259)
H (-0.708, 0.914, 1.415)
H (-2.211, 0.471, -0.499)
H (-4.031, 0.741, 1.912)
H (-4.251, 1.449, 0.337)
H (-2.037, 2.296, 2.299)
H (-3.596, 3.070, 2.180)
H (-2.005, 4.410, 1.032)
H (-3.187, 3.773, -0.110)
H (-1.514, 2.495, -1.138)
H (0.419, 3.507, 1.642)
H (1.425, 4.461, 0.623)
H (0.258, 3.031, -2.278)
H (1.664, 3.302, -1.389)
Cl (1.349, 1.578, -4.802)
C (0.337, 0.517, -3.806)
Cl (-1.206, 1.326, -3.402)
H (0.859, 0.316, -2.879)
H (0.095, -0.389, -4.347)

Results of the Löwdin charge analysis, in e, for atoms 1 through 2: 0.954 0.064

b:
The following is a quantum chemistry calculation of a structure of composition C17H19Cl2N5O6S5Ti, from the OMol25 dataset.

For the LUMO energy (alpha / beta), the calculation gives 0.074 / 0.074 Ha. The spin multiplicity is 2. For the HOMO energy (alpha / beta), the calculation gives -0.1498 / -0.1501 hartree. The frontier orbital gap (alpha / beta) is 6.1 / 6.1 eV. As for the expectation value of S²: 0.754. The total charge is -1.

Positions of all 55 atoms, in Å:
Ti (0.666, -0.126, 0.060)
O (-2.390, -3.003, -0.356)
C (-1.513, -2.150, -0.577)
O (-1.110, -1.307, 0.275)
C (-0.838, -1.974, -1.908)
C (-1.100, -2.651, -3.081)
C (-0.441, -2.235, -4.234)
C (0.414, -1.145, -4.185)
C (0.611, -0.528, -2.960)
N (0.028, -0.970, -1.863)
C (1.406, 0.738, -2.689)
O (1.974, 1.308, -3.601)
O (1.336, 1.091, -1.449)
H (-1.813, -3.463, -3.081)
H (-0.616, -2.746, -5.172)
H (0.914, -0.754, -5.059)
S (1.231, 6.511, 3.472)
C (1.108, 4.994, 2.817)
S (-0.384, 4.260, 2.376)
C (0.241, 2.740, 1.781)
C (1.585, 2.592, 1.815)
S (2.531, 1.213, 1.330)
S (2.447, 3.980, 2.454)
S (-0.919, 1.555, 1.208)
N (0.580, -0.983, 2.178)
C (0.686, -2.431, 2.077)
C (0.769, -3.168, 3.396)
C (-0.381, -2.796, 4.334)
C (-1.811, -3.129, 3.874)
N (-2.370, -2.442, 2.703)
C (-2.795, -1.187, 2.663)
N (-3.494, -0.759, 1.609)
N (-2.604, -0.348, 3.701)
C (1.803, -2.715, 1.057)
O (2.496, -3.715, 1.154)
O (1.829, -1.836, 0.114)
H (1.385, -0.538, 2.615)
H (-0.271, -0.632, 2.597)
H (-0.213, -2.766, 1.565)
H (1.717, -2.948, 3.893)
H (0.770, -4.241, 3.190)
H (-0.293, -1.737, 4.601)
H (-0.253, -3.336, 5.277)
H (-2.497, -2.961, 4.709)
H (-1.862, -4.192, 3.640)
H (-2.415, -2.927, 1.809)
H (-3.419, -1.346, 0.780)
H (-3.491, 0.235, 1.421)
H (-1.931, -0.623, 4.396)
H (-2.569, 0.636, 3.464)
Cl (-4.475, 2.017, -0.421)
C (-3.029, 2.572, -1.310)
Cl (-2.387, 1.312, -2.358)
H (-2.269, 2.803, -0.571)
H (-3.324, 3.421, -1.914)

Results of the Löwdin charge analysis, in e, for atoms 1 through 2: 0.784 0.013

Most stable structure among those shown: b.